(1)
18
Properties=species:S:1:pos:R:3:forces:R:3:lowdin_charge:R:1 method="wB97M-V/def2-TZVPD" s2=2.01 gap_ev="6.87 / 7.50" multiplicity=3 lumo_ev="0.820 / -2.203" e_homo_ev="-6.047 / -9.701"
C -0.2595 2.1593 -0.9626 -1.4245 -2.7752 5.3208 -0.10
C -0.5731 1.7001 0.1391 0.9529 2.4381 -6.1734 -0.08
C -0.1275 2.7958 -2.0986 -2.4880 2.1525 -2.8743 0.02
C -0.4549 1.2093 1.3394 -0.8863 -2.8558 6.1877 -0.20
C 0.6812 -2.6383 -0.7829 -1.5552 0.7376 0.0014 -0.35
C 0.8286 0.8281 2.0344 -0.3501 -0.4223 -0.6614 -0.10
C -0.7554 -2.5198 -0.3886 -0.5240 1.0155 -1.5673 -0.06
O 1.1469 -3.5712 -1.3638 0.7850 -0.1330 -0.0508 0.06
H 0.7410 2.8794 -2.5854 3.1264 -0.0662 -1.9611 0.01
H -0.9972 3.2304 -2.5659 -0.0283 0.4775 0.1076 0.07
H -1.3692 0.8671 1.9145 1.0346 0.2136 -0.9119 0.12
H 1.1270 -1.6727 -0.5250 1.5165 0.0046 -0.0856 0.10
H 0.7335 -0.3153 2.1650 0.8857 1.4805 -0.4629 0.09
H 0.6951 1.1877 3.0396 0.5750 0.2760 0.6712 0.05
H 1.7756 1.2430 1.5414 -1.3967 -0.9802 0.7506 0.11
H -1.3055 -3.3140 -0.9165 -0.2150 0.4976 0.3597 0.08
H -1.0845 -1.4311 -0.6550 0.2977 -2.0152 0.4473 0.11
H -0.8020 -2.6379 0.6710 -0.3056 -0.0457 0.9025 0.06

(2)
19
Properties=species:S:1:pos:R:3:forces:R:3:lowdin_charge:R:1 method="wB97M-V/def2-TZVPD" gap_ev=8.13 lumo_ev=0.763 e_homo_ev=-7.371
C 1.8657 0.9079 -2.3265 0.4642 -0.3581 1.2424 -0.05
C 0.7979 0.7725 -1.2767 0.9461 2.8867 1.5802 -0.26
C 0.5327 1.7751 -0.3471 -0.7443 -4.1216 -1.6802 0.00
O -0.1928 1.2288 0.7253 -0.4110 1.8135 1.1945 -0.01
C -0.4171 -0.0929 0.5493 0.1707 -1.5952 -1.9971 -0.25
C -0.9884 -0.9745 1.3829 0.3538 0.7574 1.2831 -0.29
C -1.3875 -0.4875 2.8026 -0.5754 0.0201 -0.1899 -0.04
O -1.2921 -2.2760 0.8881 0.8348 -0.3576 1.7821 -0.03
C 0.1363 -0.4382 -0.8190 -2.0785 -2.7039 -0.6310 -0.10
H 1.6604 0.9731 -3.3689 -0.8384 0.3122 -0.7496 0.06
H 2.5717 0.0698 -2.2658 -0.1454 0.0173 0.2793 0.08
H 2.3975 1.7693 -1.9543 0.5464 0.4398 -0.6708 0.07
H 0.5164 2.8375 -0.4319 0.4986 0.4422 0.3153 0.12
H -2.0652 0.4135 2.6186 1.0523 -1.0090 0.7376 0.10
H -0.5678 -0.2785 3.5691 -0.6906 0.1064 -1.5409 0.09
H -1.9777 -1.2497 3.3263 -0.2106 0.0901 -0.3662 0.06
H -1.0582 -3.0180 1.5506 -0.4266 2.1313 -1.3371 0.14
H 0.6317 -1.4254 -0.6969 0.4951 0.7695 -0.4486 0.13
H -0.6726 -0.7022 -1.6046 0.7587 0.3588 1.1970 0.16

(3)
19
Properties=species:S:1:pos:R:3:forces:R:3:lowdin_charge:R:1 method="wB97M-V/def2-TZVPD" gap_ev=10.71 smiles="O=C(O)C=C1CCCC1" lumo_ev=0.616 e_homo_ev=-10.093
O 2.5773 -0.9708 -2.8241 1.3877 -0.6707 -1.4989 0.14
C 2.2238 -0.5314 -1.7950 -1.1799 0.3186 1.6851 -0.49
O 3.0354 -0.5620 -0.6558 0.0899 -0.7031 -2.8564 0.11
C 0.8218 0.0021 -1.6789 -0.6681 1.2706 -1.5278 0.03
C 0.1437 0.1485 -0.5632 -1.2833 -0.0328 3.6809 -0.16
C 0.3952 -0.2224 0.9351 2.7302 -2.2325 -1.1154 -0.20
C -0.8134 0.0180 1.7229 -2.9616 1.0432 4.5793 -0.22
C -1.9521 -0.0002 0.6828 -1.9966 2.8671 1.7881 -0.20
C -1.2846 0.7103 -0.4465 4.0381 1.4380 6.2623 -0.15
H 2.5545 -0.2135 0.0564 -1.0041 0.8775 1.6143 0.03
H 0.2390 0.3824 -2.6460 1.8698 -1.1125 1.9072 0.18
H 0.8258 -1.2596 1.1606 -1.1868 0.6247 -1.0140 0.15
H 1.2474 0.2451 1.3331 1.1052 1.6931 0.5685 0.09
H -0.8817 -0.7305 2.6817 -0.0797 1.7082 -2.5202 0.15
H -0.9361 1.1604 2.2912 0.8124 -3.0889 -1.8034 0.18
H -2.3604 -0.8260 0.2571 -0.1470 -3.7132 -0.5755 0.07
H -3.0297 0.4285 1.0016 2.7201 0.0040 -0.2479 0.16
H -1.2303 1.7473 -0.2286 0.0803 1.1813 -0.2614 0.13
H -1.5757 0.4738 -1.2843 -4.3265 -1.4724 -8.6648 0.02

(4)
20
Properties=species:S:1:pos:R:3:forces:R:3:lowdin_charge:R:1 method="wB97M-V/def2-TZVPD" s2=2.02 gap_ev="6.39 / 7.47" multiplicity=3 lumo_ev="0.737 / -2.338" e_homo_ev="-5.649 / -9.806"
C -1.3304 -1.3949 0.3788 -2.8327 2.8848 -1.1238 -0.07
C -0.0656 -1.6530 0.3707 5.2966 -0.6200 1.3517 -0.05
C -1.6801 -0.0925 -0.1703 1.5852 -2.6925 1.2298 -0.29
C 0.8140 -0.4324 -0.0072 -0.8252 -1.4755 -3.1842 -0.48
C -0.0963 0.7966 0.0574 -1.4857 0.6322 1.2601 -0.32
C 1.0949 -0.5897 -1.5398 0.7053 2.9698 1.3325 0.01
C -0.3228 1.4043 1.4030 0.6201 1.9617 1.3920 -0.01
O -2.7163 0.3406 -0.5891 -1.2699 1.8253 -0.5138 0.13
O 1.9895 -0.3623 0.7075 -1.1009 1.2289 2.3067 0.06
O -0.0086 1.7458 -0.9129 4.5808 -3.5870 -0.3393 0.11
H -2.1578 -1.9526 0.6886 -0.9802 -1.1493 0.1573 0.11
H 0.4786 -2.5549 0.7344 -0.7248 0.8445 -0.2933 0.13
H 1.6218 0.2959 -2.0066 -0.1954 -1.1787 0.6346 0.12
H 0.1363 -0.5651 -1.9099 -2.2914 0.1367 -1.3998 0.06
H 1.4366 -1.5209 -1.8036 1.4910 -2.1328 -0.3901 0.06
H -0.3720 0.7931 2.2704 -0.2626 -1.5081 0.2014 0.08
H -1.2487 1.9736 1.4141 -0.1112 0.2000 -0.1769 0.10
H 0.4769 2.1117 1.7935 -0.4726 -0.5029 -1.3203 0.12
H 2.6398 -0.6575 0.1278 1.9967 -0.6265 -1.3001 0.07
H -0.6899 2.3142 -1.0068 -3.7231 2.7893 0.1757 0.07

(5)
21
Properties=species:S:1:pos:R:3:forces:R:3:lowdin_charge:R:1 method="wB97M-V/def2-TZVPD" gap_ev="7.80 / 7.56" total_charge=-1 lumo_ev="3.315 / 3.329" e_homo_ev="-4.480 / -4.234"
C -1.1065 -0.4543 0.5885 4.0903 -1.5840 -3.4708 0.01
C -0.0034 -1.1469 -0.8323 -3.8430 2.5964 5.0637 -0.19
C -2.4635 0.2019 0.3206 2.8517 -0.9370 0.9282 -0.84
C 1.4372 -0.8611 -0.6173 -1.4241 -2.2143 -0.5419 -0.30
C 1.5677 -0.5533 0.8151 1.4696 -1.7651 2.5636 -0.31
C -0.6732 -1.1643 -2.0839 -2.5655 2.7362 -2.6562 -0.15
C 0.3367 2.0707 1.0107 0.6352 -0.5421 0.9904 -0.17
O -2.4033 1.2992 0.8700 -0.8721 1.8770 0.6208 -0.04
O -3.2557 -0.3756 -0.3649 -2.5901 -1.0744 -1.7942 -0.01
O 0.2667 0.1678 3.0483 -0.1847 0.0849 0.5358 -0.39
P 0.1775 0.3145 1.5769 -0.3218 0.5879 -1.0507 0.56
H 1.7900 -1.8547 -0.9618 1.0843 0.3034 0.4855 0.12
H 1.8869 -0.1522 -1.2585 0.1980 1.1570 -0.9773 0.09
H 1.4029 -1.5562 1.3774 0.6474 1.4850 -0.6257 0.12
H 2.5512 -0.1272 1.1451 -0.7892 -0.3983 -0.2562 0.10
H -0.6040 -0.0017 -2.3523 -0.1199 -1.8724 -0.1243 0.13
H -1.8337 -1.2675 -2.0886 2.1083 -0.2849 0.4776 0.10
H -0.2418 -1.6741 -2.9639 0.1155 -0.1098 0.5458 0.06
H 0.4586 2.0783 -0.0716 -0.1369 0.1591 -0.0565 0.04
H -0.5603 2.6095 1.3376 0.3946 -0.0919 -0.2415 0.03
H 1.2698 2.4471 1.5051 -0.7475 -0.1129 -0.4161 0.05

Number 1: DFT total energy -347.713180 a.u.. Number 2: DFT total energy -423.112853 a.u.. Number 3: DFT total energy -423.097410 a.u.. Number 4: DFT total energy -498.254172 a.u.. Number 5: DFT total energy -839.742408 a.u..